Record 1
Entry from OMol25: 2 unconnected molecules or ions with the total composition C4H12N3 at a distorted geometry (the ωB97M-V functional and the def2-TZVPD basis).

Structure (ORCA input):
```
! RIJCOSX wB97M-V def2-TZVPD def2/J DEFGRID3
* xyz 0 2
C -2.72 0.34 0.89
C -1.02 2.04 0.76
N -1.40 0.84 0.52
H -2.57 -0.62 1.47
H -3.30 0.05 -0.05
H -3.27 1.13 1.49
H -1.72 2.67 1.30
H -0.02 2.35 0.53
H -0.75 0.16 -0.01
C 2.41 0.39 -0.61
N -0.14 -1.20 -0.85
C 1.14 -1.60 -0.24
N 2.26 -1.03 -0.37
H 3.20 0.51 -1.36
H 2.70 0.96 0.28
H 1.48 0.79 -1.11
H 0.10 -0.83 -1.79
H -0.77 -2.01 -0.93
H 0.94 -2.47 0.36
*
```

Its expectation value of S² is 0.753. As for the HOMO energy (spin up / spin down): -4.68 / -9.21 eV. The largest force on an atom is 5.7 eV/A. The LUMO energy (spin up / spin down) comes out at 0.6 / 0.6 eV. For the orbital gap (spin up / spin down), the calculation gives 5.29 / 9.81 eV. The calculation puts the energy above the lowest of the compared OMol25 structures with the same formula, charge and spin at 159.98 kJ/mol.

---

Record 2
Entry from OMol25: 2 unconnected molecules or ions with the total composition C2H3P3 at a distorted geometry (the ωB97M-V functional and the def2-TZVPD basis).

Structure (ORCA input):
```
! RIJCOSX wB97M-V def2-TZVPD def2/J DEFGRID3
* xyz 0 1
C -0.59 0.01 -0.81
C -1.27 -0.10 0.52
P 2.29 0.88 -0.68
P -0.18 -1.45 -0.22
P 3.48 0.04 0.61
H -0.64 0.66 -1.62
H -0.76 0.26 1.50
H -2.31 -0.30 0.71
*
```

As for the HOMO energy: -8.64 eV. The largest force on an atom is 2.9 eV/A. The LUMO energy comes out at -0.7 eV. For the orbital gap, the calculation gives 7.90 eV. The calculation puts the energy above the lowest of the compared OMol25 structures with the same formula, charge and spin at 252.56 kJ/mol.

---

Record 3
Entry from OMol25: a gas-phase ion, C4H9O2 (charge -1) (the ωB97M-V functional and the def2-TZVPD basis).

Structure (ORCA input):
```
! RIJCOSX wB97M-V def2-TZVPD def2/J DEFGRID3
* xyz -1 1
C -0.05 1.84 0.49
O -1.26 1.61 -0.04
C 0.66 0.52 0.91
C 0.63 -0.46 -0.25
C -0.64 -1.27 -0.35
O -0.47 -2.40 -1.27
H -0.12 2.48 1.40
H 0.66 2.33 -0.23
H 0.07 0.15 1.76
H 1.69 0.72 1.23
H 1.46 -1.15 -0.33
H 0.67 0.14 -1.17
H -0.91 -1.71 0.61
H -1.47 -0.65 -0.69
H -0.93 -2.16 -2.08
*
```

The SMILES is [O-]CCCCO. As for the HOMO energy: -2.33 eV. The largest force on an atom is 1.0 eV/A. The LUMO energy comes out at 3.9 eV. For the orbital gap, the calculation gives 6.26 eV. The calculation puts the energy above the lowest of the compared OMol25 structures with the same formula, charge and spin at 220.62 kJ/mol.

---

Record 4
Entry from OMol25: 2 unconnected molecules or ions with the total composition CH5N2S at a distorted geometry (the ωB97M-V functional and the def2-TZVPD basis).

Structure (ORCA input):
```
! RIJCOSX wB97M-V def2-TZVPD def2/J DEFGRID3
* xyz -1 1
S 2.01 -0.29 1.67
H 1.26 0.52 2.40
N -0.12 -1.09 -0.91
C -0.33 0.27 -0.75
N -1.47 0.94 -0.96
H -0.92 -1.63 -0.92
H 0.60 -1.10 -0.13
H 0.47 0.84 -0.23
H -1.51 1.55 -0.17
*
```

As for the HOMO energy: -3.16 eV. The largest force on an atom is 5.6 eV/A. The LUMO energy comes out at 4.6 eV. For the orbital gap, the calculation gives 7.73 eV. The calculation puts the energy above the lowest of the compared OMol25 structures with the same formula, charge and spin at 118.27 kJ/mol.

---

Record 5
Entry from OMol25: C4H9N3S in the gas phase at a distorted geometry (the ωB97M-V functional and the def2-TZVPD basis).

Structure (ORCA input):
```
! RIJCOSX wB97M-V def2-TZVPD def2/J DEFGRID3
* xyz 0 1
C -1.97 1.52 0.07
C -1.14 0.34 -0.42
C 2.07 -0.60 0.19
C -1.58 -0.88 0.35
H -1.92 1.67 1.14
H -3.00 1.21 -0.14
H -1.67 2.43 -0.45
H -1.18 0.14 -1.52
H 0.43 1.53 -0.51
H 2.06 -0.13 1.16
H 3.91 -1.43 0.52
H 3.22 -1.75 -0.99
H -1.15 -0.82 1.37
N 0.23 0.66 -0.01
N 1.17 -0.23 -0.62
N 3.06 -1.53 -0.02
S -2.55 -2.13 -0.14
*
```

The SMILES is C[C@H](C=S)N/N=C/N. As for the HOMO energy: -8.56 eV. The largest force on an atom is 2.1 eV/A. The LUMO energy comes out at 0.0 eV. For the orbital gap, the calculation gives 8.53 eV. The calculation puts the energy above the lowest of the compared OMol25 structures with the same formula, charge and spin at 194.54 kJ/mol.

---

Record 6
Entry from OMol25: a gas-phase ion, C20H18N2O (charge +2) at a distorted geometry (the ωB97M-V functional and the def2-TZVPD basis).

Structure (ORCA input):
```
! RIJCOSX wB97M-V def2-TZVPD def2/J DEFGRID3
* xyz 2 1
O -0.16 0.97 -0.25
C 5.73 -0.20 3.81
C -5.02 -2.96 -3.35
C 6.12 0.92 3.02
C -3.71 -3.49 -3.27
C 4.48 -0.73 3.69
C -5.28 -1.60 -3.00
C 2.22 -0.56 2.79
C -4.47 0.46 -2.12
C 5.15 1.52 2.21
C -2.68 -2.71 -2.74
C 1.24 0.09 2.06
C -3.40 1.23 -1.65
C 2.82 1.68 1.37
C -1.90 -0.53 -1.94
C 3.50 -0.12 2.84
C -4.24 -0.84 -2.50
C 3.85 1.03 2.10
C -2.92 -1.38 -2.37
N 1.56 1.22 1.38
N -2.16 0.76 -1.57
C 0.55 1.91 0.58
C -1.07 1.63 -1.15
H 6.38 -0.65 4.55
H -5.88 -3.54 -3.71
H 7.14 1.31 3.20
H -3.54 -4.53 -3.51
H 4.18 -1.61 4.28
H -6.26 -1.20 -3.14
H 1.93 -1.46 3.35
H -5.49 0.89 -2.16
H 5.41 2.46 1.73
H -1.71 -3.17 -2.66
H 0.24 -0.31 2.02
H -3.56 2.28 -1.32
H 3.13 2.58 0.82
H -0.92 -0.94 -1.93
H 1.00 2.72 0.01
H -0.21 2.40 1.22
H -0.54 1.94 -2.02
H -1.51 2.52 -0.66
*
```

The SMILES is c1ccc2c[n+](COC[n+]3ccc4ccccc4c3)ccc2c1. As for the HOMO energy: -14.64 eV. The largest force on an atom is 3.7 eV/A. The LUMO energy comes out at -6.7 eV. For the orbital gap, the calculation gives 7.98 eV. The calculation puts the energy above the lowest of the compared OMol25 structures with the same formula, charge and spin at 2.18 kJ/mol.

---

Record 7
Entry from OMol25: a molecular structure, C8H26N2O4 at a distorted geometry (the ωB97M-V functional and the def2-TZVPD basis).

Structure (ORCA input):
```
! RIJCOSX wB97M-V def2-TZVPD def2/J DEFGRID3
* xyz 0 1
O 0.45 -0.30 -0.36
H -0.04 0.40 0.08
H -0.20 -0.96 -0.56
O 1.92 -1.36 -1.07
H 1.32 -0.73 -0.66
H 2.60 -0.82 -1.48
C 1.68 1.24 0.76
C 0.40 1.57 1.48
C -0.06 3.06 1.45
O 0.96 3.83 2.03
C 0.71 5.18 2.30
N -0.70 0.68 1.11
H 1.50 1.42 -0.30
H 1.90 0.18 0.79
H 2.50 1.89 1.07
H 0.70 1.39 2.52
H -1.02 3.11 1.96
H -0.25 3.47 0.46
H 0.40 5.75 1.43
H 1.63 5.55 2.76
H -0.11 5.30 3.01
H -0.65 -0.10 1.75
H -1.57 1.16 1.29
C -0.78 -3.10 -3.10
C -0.07 -2.92 -1.82
C -0.95 -2.44 -0.61
O -1.41 -1.16 -0.90
C -2.24 -0.55 0.12
N 0.63 -4.13 -1.43
H -1.53 -3.89 -3.14
H -0.11 -3.29 -3.95
H -1.28 -2.15 -3.30
H 0.73 -2.25 -2.13
H -0.42 -2.46 0.34
H -1.75 -3.18 -0.51
H -3.15 -1.13 0.30
H -2.52 0.47 -0.12
H -1.72 -0.57 1.08
H 1.12 -3.91 -0.57
H 1.39 -4.28 -2.08
*
```

As for the HOMO energy: -8.06 eV. The largest force on an atom is 10.8 eV/A. The LUMO energy comes out at 0.2 eV. For the orbital gap, the calculation gives 8.29 eV. The calculation puts the energy above the lowest of the compared OMol25 structures with the same formula, charge and spin at 957.96 kJ/mol.

---

Record 8
Entry from OMol25: 2 unconnected molecules or ions with the total composition C4H12 at a distorted geometry (the ωB97M-V functional and the def2-TZVPD basis).

Structure (ORCA input):
```
! RIJCOSX wB97M-V def2-TZVPD def2/J DEFGRID3
* xyz 1 2
C -2.35 0.56 -0.78
C -1.71 -0.60 -1.47
H -3.36 0.26 -0.55
H -1.72 0.91 0.07
H -2.43 1.53 -1.30
H -2.24 -0.80 -2.45
H -0.73 -0.41 -1.90
H -1.87 -1.57 -1.00
C 2.43 -0.52 0.83
C 1.60 0.56 1.37
H 1.94 -1.47 0.56
H 3.27 -0.22 0.20
H 3.07 -1.04 1.62
H 2.16 1.50 1.51
H 1.30 0.44 2.41
H 0.65 0.86 0.87
*
```

Its expectation value of S² is 0.753. As for the HOMO energy (spin up / spin down): -16.55 / -14.53 eV. The largest force on an atom is 1.7 eV/A. The LUMO energy (spin up / spin down) comes out at -2.8 / -11.4 eV. For the orbital gap (spin up / spin down), the calculation gives 13.76 / 3.14 eV. The calculation puts the energy above the lowest of the compared OMol25 structures with the same formula, charge and spin at 82.50 kJ/mol.